Record 1
DFT (the ωB97M-V functional and the def2-TZVPD basis) results for a molecular structure, C34H36AsIrN3O7P.

ORCA input file:
```
! wB97M-V def2-TZVPD RIJCOSX def2/J DEFGRID3
* xyz 2 1
Ir -0.4817 -0.0448 -0.1247
C -0.3229 -2.2405 -4.6502
N -0.5731 -0.8930 -4.1403
C -0.8801 0.1666 -4.9280
C -1.0866 1.4056 -4.4184
C -0.9577 1.5784 -3.0112
N -0.6839 0.5116 -2.2608
C -0.5080 -0.7206 -2.7788
O -0.2548 -1.6542 -2.0091
N -1.0496 2.7545 -2.4076
H -0.4820 -2.2647 -5.7237
H -0.9867 -2.9450 -4.1532
H 0.7008 -2.5330 -4.4167
H -0.9480 -0.0254 -5.9897
H -1.3416 2.2380 -5.0547
H -1.3441 3.5790 -2.9006
H -0.9196 2.7731 -1.4040
O -2.0546 -0.5334 1.3973
C -2.9785 0.0682 0.7744
O -2.6881 0.7125 -0.2802
C -4.3602 0.0375 1.2910
C -5.3808 0.5763 0.5110
C -6.7035 0.5518 0.9306
C -6.9543 -0.0156 2.1610
O -8.1309 -0.1600 2.7988
C -7.8603 -0.8116 4.0348
O -6.4602 -1.0407 4.0992
C -5.9264 -0.5552 2.9511
C -4.6200 -0.5471 2.5400
H -5.1241 1.0101 -0.4452
H -7.5077 0.9485 0.3290
H -8.4035 -1.7595 4.0861
H -8.1773 -0.1807 4.8701
H -3.8315 -0.9765 3.1413
O 1.0680 -1.1606 0.6747
As 2.6643 -1.2864 0.1407
C 3.0867 0.3773 -0.7455
C 3.8166 1.3712 -0.1066
C 3.9787 2.6018 -0.7258
C 3.3942 2.8457 -1.9606
C 2.6705 1.8479 -2.5996
C 2.5240 0.6084 -1.9969
C 2.8492 -2.7984 -1.0382
C 3.4503 -2.6810 -2.2856
C 3.5098 -3.7933 -3.1124
C 2.9908 -5.0073 -2.6829
C 2.4085 -5.1207 -1.4272
C 2.3291 -4.0120 -0.6005
C 3.6079 -1.4742 1.8054
C 4.4778 -2.5270 2.0534
C 5.0621 -2.6346 3.3072
C 4.7723 -1.7021 4.2925
C 3.8901 -0.6579 4.0419
C 3.2976 -0.5461 2.7963
H 4.2701 1.1792 0.8582
H 4.5705 3.3692 -0.2453
H 3.5159 3.8113 -2.4332
H 2.2281 2.0316 -3.5707
H 2.0014 -0.1943 -2.5023
H 3.8821 -1.7407 -2.6070
H 3.9640 -3.7108 -4.0907
H 3.0420 -5.8710 -3.3318
H 2.0121 -6.0700 -1.0943
H 1.8611 -4.0766 0.3754
H 4.6960 -3.2515 1.2777
H 5.7399 -3.4503 3.5167
H 5.2323 -1.7912 5.2670
H 3.6619 0.0588 4.8190
H 2.5804 0.2396 2.5852
C 0.7269 4.2242 1.8405
P -0.5416 2.9744 1.5438
C -2.0667 3.7996 1.0287
C -0.8912 2.1030 3.0853
O -0.0291 2.0574 0.4385
H 0.3629 5.0117 2.4982
H 1.0174 4.6442 0.8780
H 1.5955 3.7389 2.2838
H -2.5087 4.3460 1.8605
H -2.7681 3.0452 0.6685
H -1.8423 4.5010 0.2242
H -1.4216 2.7605 3.7726
H 0.0426 1.7742 3.5408
H -1.5006 1.2254 2.8637
*
```

Output
* E_HOMO (spin up / spin down): -12.14 / -12.14 eV
* gap between HOMO and LUMO (spin up / spin down): 5.59 / 5.58 eV
* lowest unoccupied orbital energy (spin up / spin down): -6.6 / -6.6 eV

Record 2
DFT (the ωB97M-V functional and the def2-TZVPD basis) results for a molecular structure, C34H36BClFeO2S.

ORCA input file:
```
! wB97M-V def2-TZVPD RIJCOSX def2/J DEFGRID3
* xyz 0 5
C 2.5870 -5.0945 -3.4066
C 1.6852 -4.1037 -2.7897
C 0.3072 -4.1372 -2.7161
C -0.2565 -3.0083 -2.0213
C 0.7276 -2.1018 -1.6828
B 0.7233 -0.5777 -0.9878
C 1.1213 -1.3290 0.4525
C 0.3184 -2.3552 0.9531
C 0.6497 -3.0459 2.1203
C 1.7781 -2.6486 2.8514
Cl 2.1860 -3.4825 4.3044
C 2.5771 -1.5993 2.3807
C 2.2548 -0.9465 1.1790
O 1.7958 0.1595 -1.5385
C 1.3387 0.6015 -2.8342
C 1.8716 2.0228 -2.9800
C 1.9705 -0.2242 -3.9210
C -0.2633 0.4391 -2.7906
C -0.9957 1.7506 -3.0042
C -0.8705 -0.4983 -3.8090
O -0.5326 -0.0683 -1.4669
S 2.3143 -2.6931 -2.0035
H 2.0012 -5.9047 -3.8430
H 3.1736 -4.6206 -4.2029
H 3.2790 -5.5104 -2.6629
H -0.2770 -4.9509 -3.1506
H -1.3117 -2.9014 -1.7853
H -0.5775 -2.6524 0.4057
H 0.0433 -3.8766 2.4740
H 3.4409 -1.2957 2.9669
H 2.8957 -0.1374 0.8228
H 1.5793 2.4501 -3.9435
H 1.5389 2.6768 -2.1683
H 2.9667 1.9894 -2.9342
H 1.7025 0.2017 -4.9005
H 3.0590 -0.1936 -3.8098
H 1.6568 -1.2751 -3.8680
H -0.8932 2.0645 -4.0532
H -2.0631 1.6112 -2.7991
H -0.6258 2.5432 -2.3539
H -0.7695 -0.0885 -4.8245
H -0.4339 -1.4968 -3.7898
H -1.9419 -0.6016 -3.5886
C -1.4656 1.4661 5.5399
C -0.6669 2.1813 4.5597
C 0.2320 1.2300 3.9322
C -0.0222 -0.0724 4.5166
C -1.0714 0.0710 5.5041
Fe -1.6749 0.6964 3.7310
C -3.2391 -0.4783 3.3829
C -3.6065 0.9265 3.3528
C -2.7744 1.5750 2.3705
C -1.8974 0.5695 1.7359
C -0.8414 0.7983 0.7772
C -0.7576 2.0995 0.1911
C 0.4978 2.7409 0.0642
C 0.5699 4.0657 -0.3608
C -0.5922 4.7864 -0.6566
C -1.8376 4.1512 -0.5804
C -1.9211 2.8159 -0.2089
C -2.1841 -0.6875 2.4270
H -2.1631 1.9131 6.2430
H -0.6615 3.2553 4.3915
H 1.0243 1.4667 3.2288
H 0.5499 -0.9720 4.3207
H -1.4161 -0.7180 6.1655
H -3.7236 -1.2489 3.9774
H -4.4085 1.3985 3.9161
H -2.8452 2.6119 2.0604
H 0.1066 0.3455 1.0589
H 1.3953 2.1898 0.3566
H 1.5510 4.5407 -0.4498
H -0.5236 5.8399 -0.9421
H -2.7527 4.6956 -0.8142
H -2.8764 2.2849 -0.2214
H -1.7347 -1.6297 2.1496
*
```

Output
* E_HOMO (spin up / spin down): -4.90 / -8.22 eV
* expectation value of S²: 6.065
* gap between HOMO and LUMO (spin up / spin down): 5.21 / 5.44 eV
* lowest unoccupied orbital energy (spin up / spin down): 0.3 / -2.8 eV

Record 3
DFT (the ωB97M-V functional and the def2-TZVPD basis) results for 2 unconnected molecules or ions with the total composition C34H36ClN3O2.

ORCA input file:
```
! wB97M-V def2-TZVPD RIJCOSX def2/J DEFGRID3
* xyz 0 1
C 4.3231 -5.2468 0.5650
C 5.4697 -4.2962 0.2248
N 5.0804 -2.9371 0.4796
C 6.0248 -1.8580 0.6765
C 5.1276 -0.5973 0.7723
C 3.7278 -1.1130 0.6291
C 2.4883 -0.5208 0.6317
C 1.3055 -1.3229 0.4491
C 0.0439 -0.6999 0.6076
C -1.2176 -1.3202 0.7803
C -2.4008 -0.5171 0.6039
C -3.6417 -1.1045 0.6217
C -3.7184 -2.4982 0.8158
N -4.9945 -2.9297 0.7509
C -5.3846 -4.2927 0.9832
C -4.2329 -5.2381 0.6447
C -2.8764 -4.7926 1.2240
C -2.6116 -3.3306 1.0555
C -1.3756 -2.7034 1.1330
C -5.9382 -1.8514 0.5480
C -5.0403 -0.5875 0.4778
C 1.4614 -2.7079 0.1046
C 2.6965 -3.3362 0.1832
C 3.8033 -2.5061 0.4299
C 2.9598 -4.7973 0.0048
H 4.5688 -6.2409 0.1832
H 4.2455 -5.3239 1.6562
H 6.3602 -4.5122 0.8270
H 5.7484 -4.4177 -0.8376
H 6.6006 -2.0155 1.6008
H 6.7432 -1.8114 -0.1543
H 5.2969 -0.0861 1.7278
H 5.3926 0.1065 -0.0293
H 2.3784 0.5487 0.8143
H 0.0442 0.3911 0.6086
H -2.2890 0.5510 0.4160
H -5.6756 -4.4281 2.0404
H -6.2675 -4.5032 0.3682
H -4.4811 -6.2366 1.0125
H -4.1440 -5.3028 -0.4463
H -2.8290 -5.0598 2.2902
H -2.0832 -5.3611 0.7269
H -0.5112 -3.2820 1.4606
H -6.4974 -2.0007 -0.3876
H -6.6692 -1.8117 1.3673
H -5.3136 0.0989 1.2897
H -5.2025 -0.0608 -0.4698
H 0.5954 -3.2874 -0.2166
H 2.8995 -5.0590 -1.0621
H 2.1724 -5.3685 0.5083
C 5.3047 3.2041 -1.5086
C 4.2294 3.9715 -0.7771
O 3.1154 4.1777 -1.6649
C 2.1018 4.8637 -1.0742
C 0.9075 4.8739 -1.9365
N -0.1753 5.4053 -1.4888
C -1.3843 5.2607 -1.9388
C -2.5378 5.9526 -1.4077
C -3.8240 5.4494 -1.7110
C -4.9649 6.0907 -1.2448
C -4.8333 7.2640 -0.4803
Cl -6.2444 8.0773 0.0584
C -3.5616 7.7678 -0.1563
C -2.4117 7.1041 -0.6017
O 2.1676 5.3757 0.0294
H 6.0660 2.8914 -0.7906
H 4.9174 2.3155 -2.0158
H 5.7925 3.8280 -2.2626
H 3.8797 3.4062 0.0976
H 4.6115 4.9457 -0.4484
H 1.0378 4.4280 -2.9316
H -1.5923 4.5208 -2.7308
H -3.9029 4.5433 -2.3161
H -5.9535 5.7016 -1.4676
H -3.4894 8.6781 0.4338
H -1.4181 7.4815 -0.3565
*
```

Output
* E_HOMO: -4.01 eV
* gap between HOMO and LUMO: 1.62 eV
* lowest unoccupied orbital energy: -2.4 eV

Record 4
DFT (the ωB97M-V functional and the def2-TZVPD basis) results for a molecular structure, C34H36ClN4O7RbTe.

ORCA input file:
```
! wB97M-V def2-TZVPD RIJCOSX def2/J DEFGRID3
* xyz -2 1
Rb 9.4647 11.2665 15.6849
C 12.6866 10.6069 11.8357
C 11.9835 10.3530 13.1573
O 11.0709 11.0389 13.6331
C 12.5000 9.1020 13.6210
C 12.3588 8.4452 14.8314
C 13.1502 7.1367 15.0131
N 11.5441 8.9289 15.8017
N 11.6124 8.3000 16.9629
C 10.7177 8.7596 17.8752
O 9.9464 9.6903 17.6234
C 10.6978 8.1326 19.1893
C 10.0856 8.8522 20.2452
C 10.0193 8.3928 21.5518
C 10.5749 7.1059 21.7819
C 11.3094 6.4448 20.8001
C 11.3779 6.9887 19.5335
H 12.0942 11.2544 11.1972
H 13.6596 11.1075 12.0724
H 12.8610 9.6896 11.3393
H 13.2040 8.6074 12.9681
H 12.5646 6.3028 14.6599
H 14.0020 7.1239 14.3114
H 13.3947 6.9710 16.0845
H 9.6441 9.7546 19.9272
H 9.6296 8.9776 22.3708
H 10.5305 6.7083 22.7929
H 11.9656 5.5710 20.9356
H 12.0646 6.5290 18.7901
C 6.5426 13.6445 19.9438
C 6.8696 14.9779 20.1562
C 8.1027 15.4098 19.7837
C 8.9613 14.4424 19.1316
N 8.6740 13.1672 19.0400
C 7.4853 12.7524 19.4362
C 10.2283 14.9649 18.5787
C 10.9937 15.8036 19.4016
C 12.1928 16.2962 18.9178
C 12.5598 16.0767 17.5943
C 11.7950 15.1295 16.9053
N 10.6904 14.5632 17.3715
H 5.5609 13.2400 20.1613
H 6.1370 15.6689 20.5636
H 8.4278 16.4282 19.8763
H 7.3314 11.6880 19.3346
H 10.6410 16.1196 20.3863
H 12.8534 16.7514 19.6325
H 13.4900 16.4268 17.1879
H 12.1152 14.7715 15.9091
C 13.2021 15.3757 11.6796
Te 12.4071 13.6560 12.8101
C 10.5784 14.5971 11.9146
C 10.9775 15.3141 10.6484
C 10.0510 15.6359 9.6865
C 10.5216 16.3477 8.6076
C 11.8631 16.8009 8.4732
C 12.7851 16.3453 9.3954
C 12.3287 15.6004 10.5154
H 14.2465 15.1662 11.4535
H 13.0455 16.2273 12.3521
H 10.1237 15.2556 12.6736
H 9.8626 13.7683 11.7005
H 9.0370 15.3453 9.8575
H 9.8367 16.6370 7.8507
H 12.1112 17.4373 7.6319
H 13.8459 16.4730 9.1620
C 6.5447 9.3129 11.4787
C 5.9236 10.6928 11.9186
C 6.2315 10.7239 13.4110
O 7.4919 10.0429 13.5637
C 7.5910 8.9903 12.5145
H 6.8458 9.4096 10.3990
H 5.8263 8.4780 11.4224
H 4.8744 10.8419 11.6923
H 6.5386 11.5074 11.4476
H 5.5429 10.1445 14.0178
H 6.2541 11.7461 13.8838
H 7.2624 8.0362 13.0303
H 8.6065 8.9068 12.0791
O 6.7486 12.0771 16.6640
Cl 6.6876 13.2758 15.8147
O 7.2747 14.4062 16.4406
O 5.3256 13.4788 15.3992
O 7.5023 13.0524 14.5739
*
```

Output
* E_HOMO: 0.34 eV
* gap between HOMO and LUMO: 3.30 eV
* lowest unoccupied orbital energy: 3.6 eV

| no. | molecular weight (g/mol) |
| --- | --- |
| 1 | 896.8 |
| 2 | 610.8 |
| 3 | 554.1 |
| 4 | 861.2 |